Formula: C34H47BaN9P2
Source: the Open Molecules 2025 dataset
Level of theory: wB97M-V/def2-TZVPD

## Properties
Molar mass = 781.1 g mol⁻¹
Highest occupied orbital energy = -3.4 eV
Max |F| = 1.58 eV/Å
Lowest unoccupied orbital energy = -0.0161 Ha
Energy relative to the best compared isomer or geometry (same formula, charge and spin) = 9.5 kcal/mol

Each line ends with the Löwdin charge.
Element x y z (Å)
Ba -0.93701 -0.80994 -0.69463  1.5433
C -1.66405 2.89671 4.05776  -0.0300
N -1.01873 2.37363 2.86540  -0.1356
C 0.05034 2.94719 2.23645  -0.0375
C 0.36906 2.13705 1.17829  -0.0991
N -0.47910 1.07490 1.17911  -0.1082
C -1.31553 1.22222 2.18727  -0.5099
P -2.80161 0.25470 2.59769  1.1659
C -3.83981 0.34096 1.08512  -0.4557
N -3.56866 0.02626 -0.17144  -0.0603
C -4.70613 0.24911 -0.88514  -0.1240
C -5.69188 0.69586 -0.05100  -0.0530
N -5.14044 0.74791 1.19601  -0.1355
C -5.83356 1.19938 2.39282  -0.0333
C -2.33215 -1.51122 2.62386  -0.4889
N -1.87587 -2.27475 1.64826  -0.0384
C -1.91445 -3.55636 2.10260  -0.1388
C -2.42119 -3.58074 3.37244  -0.0610
N -2.70493 -2.28671 3.69375  -0.1339
C -3.17140 -1.85126 5.00097  -0.0324
H -1.25202 3.88017 4.26593  0.0938
H -1.48078 2.24643 4.91237  0.0891
H -2.73661 2.99213 3.90325  0.0731
H 0.46808 3.87929 2.57587  0.1274
H 1.10861 2.26674 0.40165  0.1218
H -4.74508 0.10457 -1.95177  0.1103
H -6.71168 0.98638 -0.23308  0.1216
H -6.83794 1.50231 2.11006  0.0918
H -5.32147 2.05087 2.83538  0.0812
H -5.89970 0.39913 3.12749  0.0833
H -1.57657 -4.38396 1.50062  0.1069
H -2.60296 -4.38765 4.06128  0.1222
H -3.75197 -2.65402 5.44878  0.0934
H -3.79992 -0.97158 4.89691  0.0571
H -2.33008 -1.61178 5.65124  0.0927
N 1.46266 -2.73734 -0.78741  -0.0617
C 1.71284 -3.51342 -2.00421  -0.2602
C 1.31494 -2.69202 -3.21964  -0.2271
N -0.08622 -2.31620 -3.21940  -0.1374
C -0.99413 -3.31210 -3.75139  -0.2293
C -1.78534 -4.06843 -2.68593  -0.2703
N -2.58126 -3.12960 -1.88892  -0.0650
H 2.12294 -1.96521 -0.72830  0.0557
H 1.60589 -3.29445 0.04681  0.0411
H 1.12701 -4.43442 -1.94887  0.0975
H 2.76339 -3.80698 -2.11332  0.1112
H 1.58792 -3.25212 -4.12571  0.1173
H 1.90165 -1.77018 -3.23399  0.0997
H -0.20823 -1.36827 -3.57752  0.0361
H -0.45012 -4.04661 -4.35994  0.1153
H -1.71531 -2.83456 -4.42446  0.1206
H -1.10503 -4.59626 -2.01487  0.0964
H -2.40779 -4.82196 -3.18463  0.1080
H -3.10145 -3.60372 -1.15881  0.0626
H -3.28586 -2.68958 -2.47386  0.0704
C 1.92065 -3.00432 3.32547  -0.3062
P 1.49419 -1.41447 2.50031  0.7819
C 3.17446 -0.69681 2.32373  -0.2929
C 0.90886 -0.45842 3.96351  -0.2928
H 2.63691 -2.86942 4.13912  0.0385
H 2.34847 -3.69603 2.59755  0.0282
H 1.01416 -3.46427 3.72423  0.0220
H 3.73350 -0.70757 3.26221  0.0416
H 3.09699 0.33074 1.96589  0.0348
H 3.73457 -1.26083 1.57620  0.0364
H 1.50329 -0.66553 4.85642  0.0447
H -0.13734 -0.69608 4.17230  0.0069
H 0.97807 0.60757 3.73632  0.0248
C 0.08469 0.75745 -2.59137  -0.3367
C 1.05181 1.51035 -2.78503  -0.3104
C 2.15024 2.39160 -2.89233  -0.2441
C 1.89460 3.80101 -2.70108  -0.1992
C 2.88502 4.74782 -2.34341  -0.0710
C 2.58121 6.07986 -2.11718  -0.1334
C 1.27879 6.55582 -2.22351  -0.1537
C 0.28150 5.64018 -2.55066  -0.1333
C 0.57367 4.30861 -2.77843  -0.0604
C 3.44892 1.80191 -3.12371  -0.1929
C 4.54584 2.47888 -3.70880  -0.0635
C 5.75372 1.84787 -3.94771  -0.1227
C 5.95394 0.50858 -3.62383  -0.1472
C 4.89095 -0.18477 -3.05487  -0.1328
C 3.68024 0.43910 -2.81360  -0.0711
H 3.90633 4.42289 -2.20167  0.0876
H 3.38199 6.75765 -1.83926  0.0875
H 1.04835 7.60009 -2.05334  0.0760
H -0.74812 5.97344 -2.63791  0.0852
H -0.22154 3.61561 -3.02467  0.0859
H 4.42812 3.50648 -4.02324  0.0950
H 6.55371 2.41289 -4.41442  0.0904
H 6.90247 0.02305 -3.81476  0.0785
H 5.01066 -1.23154 -2.78837  0.0825
H 2.86481 -0.10989 -2.35731  0.0558